[1]
43
Properties=species:S:1:pos:R:3:forces:R:3 method="wB97M-V/def2-TZVPD" homo_ev="-14.43 / -14.43" gap_ev="5.5 / 5.5" total_charge=+2 spin_multiplicity=3 e_lumo_ev="-8.980 / -8.943"
P 3.7054 0.2915 -0.1457 3.6 -0.3 -1.2
C 4.4161 -0.2989 -1.6997 -0.7 0.1 -0.5
H 3.9907 -2.0963 0.5413 -0.1 0.5 0.0
Pr 0.8809 -0.2854 0.8184 -0.8 -1.2 -0.7
C -4.5234 0.1945 1.0297 0.0 0.1 -0.7
C -4.1317 -0.9676 0.3655 -0.3 0.3 -0.3
H 4.0558 -0.9849 1.9541 0.2 -0.1 -0.3
C -5.8500 0.3697 1.4479 0.3 -0.2 0.3
C 1.2581 -0.2050 -1.9205 0.3 -0.1 -3.3
C -2.2484 -1.6173 -1.1817 0.0 -0.2 0.2
C -6.3048 -1.9044 0.6319 0.8 0.0 -0.2
H -1.6425 -1.0336 -1.8732 -0.2 0.0 0.0
C 2.5698 1.9539 -0.7444 -2.3 1.9 -3.9
H -3.0358 -2.1505 -1.7255 0.3 0.1 0.1
N -2.8924 -0.7132 -0.2237 0.8 0.6 0.1
C 4.9909 1.5026 0.3068 -0.3 0.6 0.3
C 2.0537 2.8009 0.3811 0.5 0.3 1.3
H -1.5867 -2.3287 -0.6670 -0.4 0.1 -0.2
H -7.7576 -0.6312 1.5826 0.3 0.1 -0.1
H 5.0057 2.3281 -0.4158 0.1 -0.1 0.2
H 4.2449 0.4307 -2.4912 0.1 -0.1 -0.1
Se -0.9824 1.4105 -0.6909 -0.5 0.0 0.6
C -2.4671 0.5472 0.0811 -2.2 -0.6 0.5
C -6.7215 -0.7034 1.2492 0.3 0.2 0.2
C -4.9920 -2.0462 0.1606 -0.4 -0.1 0.2
I 1.4371 -2.8355 -0.9324 -0.1 0.1 1.0
H 5.9373 0.9774 0.2675 0.2 0.0 0.0
H 4.0037 -1.2713 -1.9734 0.0 0.1 0.0
O 1.3445 -0.2581 -3.0694 -0.4 0.3 3.1
H 0.9673 2.6312 0.5966 0.7 -0.1 -0.5
H 5.4834 -0.4012 -1.5226 0.1 0.0 0.0
H 5.4417 -1.0886 0.8132 -0.4 0.4 -0.2
H -7.0199 -2.7187 0.4933 0.3 0.3 0.1
H -4.6174 -2.9252 -0.3729 -0.5 0.2 0.3
H 4.8386 1.8840 1.3217 0.1 0.0 -0.2
H 2.6157 2.6246 1.3178 -0.3 0.0 -0.4
H -6.1365 1.3121 1.9195 -0.2 -0.4 -0.2
H -3.4310 2.0630 1.1769 0.0 -0.3 -0.1
O 2.4377 2.1733 -1.9355 1.4 -1.4 4.8
H 2.1540 3.8727 0.1454 -0.1 -0.4 -0.3
N -3.4579 1.0978 0.8648 0.9 -0.3 -0.5
C 4.3465 -1.1214 0.9016 -1.0 -0.5 1.3
Cl 1.6195 0.1207 3.2171 0.0 0.1 -0.5

[2]
15
Properties=species:S:1:pos:R:3:forces:R:3 method="wB97M-V/def2-TZVPD" homo_ev=-8.28 gap_ev=9.1 total_charge=0 e_lumo_ev=0.840 smiles="N[C@@]12C[C@H]1NNC2=O"
H -1.7569 -0.8412 -1.7476 -0.6 0.9 -0.5
C -1.6325 -0.4283 -0.7579 0.0 -0.3 0.6
C 1.3189 -0.4659 -0.3701 -1.6 1.7 1.5
H -0.1546 1.0241 -1.5270 -0.6 -1.0 -1.1
H -0.5248 -2.0199 1.4650 0.2 4.1 -1.2
N 0.1001 1.4320 0.3248 0.8 3.9 1.9
C -0.6274 0.6994 -0.6067 -0.4 -1.5 -2.0
H -2.4603 -0.5890 0.0008 1.4 0.0 -1.2
H 0.3698 2.2920 -0.2029 -1.1 -0.2 1.2
C -0.2315 -0.7520 -0.2350 1.0 0.7 1.0
N -0.5012 -0.8852 1.1748 1.7 -3.1 5.6
H 2.2260 1.1398 0.8159 -2.3 -0.9 -1.5
O 2.3297 -1.0127 -0.5943 1.8 -2.5 -1.2
N 1.3758 0.7970 0.2357 1.9 -0.1 0.5
H 0.1688 -0.3901 2.0245 -2.1 -1.8 -3.8

[3]
20
Properties=species:S:1:pos:R:3:forces:R:3 method="wB97M-V/def2-TZVPD" homo_ev=-8.01 gap_ev=8.3 total_charge=0 e_lumo_ev=0.307
H -0.0535 -1.1325 1.6548 0.0 0.2 0.2
H -0.8670 1.9140 0.0544 0.8 0.3 0.1
C 1.1831 0.7086 1.8480 0.7 0.0 0.4
H -0.8513 -1.4589 -3.1605 0.0 0.0 1.1
H -2.0387 -0.3730 -2.5869 -0.3 -0.3 1.0
C -0.5927 -1.0508 -1.0015 0.0 -0.9 0.7
C -0.0279 0.0121 -0.1240 -1.2 0.2 1.4
H -0.5219 0.1547 -2.8469 0.8 0.4 0.5
C 1.3161 1.2475 3.0626 -0.2 0.2 0.0
C 0.2070 -0.1685 1.2203 0.3 -1.4 -1.7
C -0.0743 1.4638 -0.5702 -0.7 0.7 -0.7
H -0.3223 -2.6182 0.3976 0.2 0.0 0.2
H -0.8764 -3.1969 -1.2344 -0.2 0.8 0.1
H 0.8625 2.0130 -0.5355 0.1 0.0 0.6
H 1.9373 2.1280 3.2542 0.6 -0.8 -0.2
H 2.0232 0.7345 1.1627 0.1 1.5 -0.2
C -1.0095 -0.6816 -2.3686 -0.4 -0.3 -3.0
C -0.6341 -2.3368 -0.5918 0.2 0.2 -0.7
H -0.4483 1.7395 -1.5698 0.2 -1.0 0.1
H 0.7886 0.9016 3.9356 -0.9 0.2 0.0

[4]
13
Properties=species:S:1:pos:R:3:forces:R:3 method="wB97M-V/def2-TZVPD" homo_ev="-15.61 / -15.61" gap_ev="8.6 / 8.7" total_charge=+1 e_lumo_ev="-6.960 / -6.959" smiles="CC(=O)CC=[N+]=O"
H -1.0588 -1.9050 0.6352 0.4 -0.8 1.3
H 0.3376 -0.3200 1.4781 0.9 -0.5 -0.6
C 1.1932 1.1867 0.4429 1.9 0.4 0.0
C -0.4844 -0.2654 -0.4459 2.4 -0.4 -2.9
C 0.7614 -0.1801 0.4426 -1.0 -1.8 1.4
H -2.2988 -0.8649 0.0202 0.0 -0.9 -0.4
O -0.5576 0.5354 -1.3733 -0.2 0.0 1.8
H 1.6536 -0.9140 0.2423 -2.0 1.1 0.3
N 0.6929 2.0298 -0.3292 0.6 1.3 -0.7
O 0.4692 3.0115 -0.8885 0.0 -0.6 0.6
H 2.1291 1.3129 1.0483 -1.0 1.2 -0.6
C -1.3512 -1.3987 -0.2339 -2.2 -1.0 -1.0
H -1.4860 -2.2282 -1.0389 0.2 2.1 0.9

[5]
48
Properties=species:S:1:pos:R:3:forces:R:3 method="wB97M-V/def2-TZVPD" homo_ev=-8.60 gap_ev=9.2 total_charge=0 e_lumo_ev=0.604 smiles="CCOC(=O)N1CCN(C(=O)c2ccc(N3CCCC3=O)cc2)CC1"
H -0.7138 3.2632 -1.8098 0.0 0.0 0.0
C 2.5932 -3.7862 6.3475 -0.2 0.4 -0.2
C 1.2781 -1.3958 1.7601 0.2 0.1 -0.2
N -1.0147 -0.8538 1.1806 -0.1 0.0 0.2
O -2.9675 -1.3915 0.2112 -0.2 -0.2 -0.1
C 1.8970 -1.8382 4.0556 -0.2 0.0 0.0
H 0.1113 5.1222 -5.9050 -0.1 0.0 0.1
H -1.4997 4.5191 -6.3008 0.0 0.0 0.0
H -0.7193 -2.0535 4.3370 -0.1 0.1 -0.1
N -0.7898 2.4811 -4.3563 0.2 -0.3 -0.1
H 2.3177 -1.0626 1.7206 -0.2 0.0 -0.1
H -1.5390 1.5617 -6.0937 0.1 -0.1 0.0
C -0.5808 1.8766 -5.6618 0.0 -0.2 -0.3
H 1.6571 -4.3248 6.4758 -0.1 -0.1 0.1
H 3.0562 -4.0959 5.4139 0.1 -0.1 0.0
H -1.2291 -2.7651 2.0237 -0.1 0.1 0.1
H 3.2599 -4.0303 7.1695 0.1 -0.1 0.1
H 1.8881 -1.9447 7.2559 0.1 0.0 -0.1
H -0.6337 -0.3586 3.8300 -0.1 -0.1 0.0
H 1.2010 -2.3423 1.2101 0.1 0.1 0.0
C 0.0473 2.9975 -6.4905 -0.1 0.0 0.0
C 2.3406 -2.2854 6.3223 0.4 -0.2 0.2
C -1.6873 -0.4241 -2.2741 0.0 0.0 0.3
C -1.0616 1.6973 -3.2311 -0.1 -0.1 0.4
H 0.0732 1.0061 -5.5771 -0.1 0.0 0.0
C -1.4295 0.3590 -3.3813 0.0 0.1 -0.1
O 1.4007 -1.9265 5.3105 -0.2 0.1 -0.2
O 3.0655 -1.9578 3.7697 0.4 -0.1 0.1
C -0.7912 3.8485 -4.4118 0.1 0.5 -0.3
C 0.3453 -0.3618 1.1381 0.4 0.0 0.0
H -1.9906 -1.4527 -2.3982 -0.1 -0.1 0.0
C -1.3483 -1.7115 2.3067 -0.3 -0.1 0.2
C -1.5649 0.0938 -0.9902 -0.2 0.1 -0.3
C -1.2182 1.4326 -0.8409 -0.1 -0.3 -0.1
H -2.4022 -1.5531 2.5491 0.2 -0.1 0.0
H 3.2782 -1.7493 6.1436 -0.2 0.0 0.1
C -0.5388 4.2513 -5.8560 0.1 0.0 0.0
H -1.5376 -0.0769 -4.3614 0.0 0.0 -0.1
C -1.9149 -0.7792 0.1671 0.1 0.1 0.1
N 0.9228 -1.5939 3.1505 -0.1 0.0 0.0
O -0.9763 4.6103 -3.4935 -0.1 0.2 0.2
C -0.9688 2.2258 -1.9425 0.0 0.2 0.0
C -0.4678 -1.3939 3.5046 -0.3 0.0 0.1
H -1.1598 1.8675 0.1455 0.0 0.1 0.1
H 1.1314 2.9886 -6.3711 0.0 0.0 0.0
H 0.4311 0.5801 1.6951 0.1 0.0 -0.1
H -0.1853 2.9032 -7.5491 0.0 0.0 0.0
H 0.6350 -0.1762 0.1022 0.0 0.0 0.2

[6]
43
Properties=species:S:1:pos:R:3:forces:R:3 method="wB97M-V/def2-TZVPD" homo_ev="-15.61 / -15.99" gap_ev="6.2 / 6.3" total_charge=+2 spin_multiplicity=3 e_lumo_ev="-9.359 / -9.652"
H -2.7574 2.0888 -3.1193 0.0 0.1 0.1
S 0.0196 0.1159 1.0139 -0.1 -1.4 0.9
C -2.7017 -0.5277 -1.5435 0.4 -0.3 -0.2
C -0.0981 -1.4066 3.2650 0.1 1.1 0.9
P 2.2326 0.7219 -1.0200 1.8 -0.8 -0.1
H 2.6916 -0.0559 1.2312 0.3 0.2 -0.2
F -0.4133 -4.9603 3.9423 0.2 1.9 -1.3
C -0.1055 -1.3803 1.8467 0.1 0.8 -0.4
C -2.9778 1.2352 0.5740 0.5 0.4 0.3
H 3.1161 1.6722 1.0397 0.2 -0.4 0.0
H 4.3325 1.3617 -1.8939 0.0 0.2 -0.1
C 2.5470 -1.0102 -1.5457 -0.4 -0.2 -0.3
F -0.4356 -4.9614 1.1736 0.1 1.2 0.8
H 2.3583 -1.1429 -2.6252 0.2 0.1 0.6
H -2.5415 -0.6892 -2.6221 -0.2 0.1 0.5
O 0.1320 2.9907 1.6511 0.1 -1.8 -5.8
C 0.1495 2.5708 0.5449 -0.1 2.9 6.9
H 3.0713 1.5488 -3.1364 0.0 0.1 0.2
H -2.1875 -1.3298 -0.9992 0.0 0.2 -0.1
H -2.7593 2.2040 1.0559 -0.3 -0.4 -0.1
V 0.1630 1.8835 -1.3410 0.1 -0.9 -1.2
H -2.6879 3.3228 -1.8120 -0.2 -0.2 -0.1
H 1.8954 -1.7014 -0.9947 0.1 0.2 -0.2
H -4.0598 1.1289 0.3594 0.6 0.2 0.1
F 0.0098 -0.2398 3.9481 -0.1 -1.6 -0.9
H 3.5870 -1.2814 -1.2891 -0.4 0.4 -0.2
I 0.0339 0.4659 -3.5389 0.0 0.7 0.7
F -0.2331 -2.5553 -0.1966 0.0 -0.4 1.5
H -4.0274 2.1200 -1.8760 0.1 0.2 -0.1
I 0.4682 4.3854 -1.5093 -0.1 -0.5 -0.4
F -0.1890 -2.5600 5.3229 0.0 -0.3 -2.1
C -0.3250 -3.8008 1.8512 -0.1 -0.8 -1.2
H 4.1935 0.3833 0.3447 -0.5 0.2 0.1
H 3.2302 2.7817 -1.8389 0.2 -0.3 -0.1
C 3.1505 0.6825 0.5583 -0.3 0.4 0.4
P -2.0734 1.1133 -1.0150 -2.1 -0.6 0.0
C -0.3142 -3.7994 3.2560 -0.1 -1.5 1.1
C -2.9633 2.2915 -2.0647 0.0 0.1 -0.2
C -0.2003 -2.5952 3.9598 0.1 0.6 1.8
H -3.7717 -0.6073 -1.2824 0.4 0.3 -0.2
C 3.3144 1.7155 -2.0832 0.1 0.1 -0.1
H -2.6517 0.4215 1.2406 -0.3 0.3 -0.2
C -0.2220 -2.6009 1.1678 -0.1 -0.7 -1.0

The following ΔE to the lowest compared entry with this formula, charge and spin values (in kcal per mole) correspond, in order, to the records above: 0.0 158.9 51.4 98.0 14.7 7.0.